Entry 1:
C24H26BF10GeHfN9OSSeTe | wB97M-V/def2-TZVPD

XYZ file:
```
76
Properties=species:S:1:pos:R:3:mulliken_spin:R:1
Hf 1.66922 -0.76563 -0.42325 -0.003
C 1.38063 -4.03021 2.64269 0.000
C 1.70562 -3.55656 1.37473 0.000
N 1.13166 -2.37752 1.16009 -0.001
N 0.42029 -2.07372 2.27209 0.000
C 0.57472 -3.05147 3.18334 0.000
B -0.37730 -0.75877 2.32874 0.000
N -1.18470 -0.66240 0.98449 0.002
C -2.51549 -0.48870 0.86947 0.000
C -2.87628 -0.67842 -0.44733 0.005
C -1.67928 -0.97659 -1.09389 0.001
N -0.66891 -0.98350 -0.22827 -0.006
N 0.62869 0.41363 2.40216 0.000
C 1.04919 1.15552 3.43459 0.000
C 2.14828 1.89697 3.03161 0.000
C 2.35638 1.52678 1.71305 0.000
N 1.43307 0.64080 1.32475 0.000
N -1.36053 -0.74969 3.47035 0.000
C -2.21829 -1.74836 3.82252 0.000
C -3.11193 -1.23865 4.72573 0.000
C -2.73246 0.11087 4.86536 0.000
N -1.69428 0.40167 4.10399 0.000
H 1.70065 -4.94610 3.10777 0.000
H 2.35361 -3.98308 0.62684 0.000
H 0.10606 -2.98724 4.15115 0.000
H -3.11991 -0.27646 1.73730 0.000
H -3.86469 -0.63590 -0.87180 0.001
H -1.51208 -1.22599 -2.12947 -0.006
H 0.53334 1.11629 4.37703 0.000
H 2.72729 2.58349 3.62477 0.000
H 3.12835 1.83562 1.02451 0.000
H -2.14320 -2.73359 3.38896 0.000
H -3.91580 -1.75927 5.21846 0.000
H -3.17034 0.87356 5.49091 0.000
F 3.28482 -6.92545 -3.75832 0.022
C 2.51760 -5.89415 -3.99036 0.166
C 1.13946 -6.06869 -4.07770 -0.026
F 0.62253 -7.27412 -3.92017 -0.004
C 0.33804 -4.98075 -4.32332 0.099
F -0.96487 -5.15470 -4.39587 0.015
C 0.87229 -3.68009 -4.47057 -0.003
S -0.15256 -2.35303 -4.72867 0.640
C 2.28030 -3.56210 -4.39870 0.089
F 2.85138 -2.38584 -4.62020 0.007
C 3.09431 -4.63423 -4.15966 -0.018
F 4.40524 -4.50037 -4.09904 -0.003
N 4.53404 -1.45830 1.34955 0.000
C 3.61016 -1.24830 0.68541 0.000
C -2.55788 3.46117 1.77849 0.000
Ge -1.50073 4.52317 0.53392 0.000
C -0.62891 6.05935 1.35834 0.000
C -2.57790 5.06054 -1.01482 0.000
C -0.00762 3.29556 -0.06309 0.000
Se -0.58123 2.09385 -1.43344 -0.001
C -0.20538 3.29706 -2.90061 0.000
H -3.47089 3.99113 2.05354 0.000
H -1.99837 3.23648 2.68826 0.000
H -2.84404 2.51241 1.32266 0.000
H -1.38649 6.77541 1.67891 0.000
H 0.03627 6.56115 0.65549 0.000
H -0.05165 5.76073 2.23332 0.000
H -3.47738 5.55967 -0.65152 0.000
H -2.90591 4.21329 -1.62052 0.000
H -2.04885 5.76680 -1.65571 0.000
H 0.25307 2.67460 0.79091 0.000
H 0.88064 3.81739 -0.41896 0.000
H -0.55630 4.27681 -2.59030 0.000
H -0.73521 2.95899 -3.78454 0.000
H 0.87089 3.29504 -3.05787 0.000
F 1.48470 -2.27610 -1.68598 0.007
Te 1.37080 -0.01883 -3.73727 0.016
F 2.96712 -0.03092 -1.74214 0.001
F 2.13757 1.69396 -3.79344 0.003
F -0.33960 0.67849 -4.12818 0.001
F 1.79224 0.02598 -5.56229 -0.001
O 0.74671 0.98958 -1.60896 -0.004
```

Values from the calculation:
E_LUMO (spin up / spin down) (eV): -3.5 / -6.0
Relative energy (zero: lowest compared OMol25 entry of this formula, charge and spin) (eV): 0.461
Net charge: +1
HOMO (spin up / spin down) (eV): -11.89 / -11.89
Spin multiplicity: 2
Calculated total energy (a.u.): -7714.32004

Entry 2:
C4H5NO2 | wB97M-V/def2-TZVPD

XYZ file:
```
12
Properties=species:S:1:pos:R:3:nbo_charge:R:1
O 1.62384 -0.93646 1.72521 -0.626
C 0.94666 -0.43499 0.85014 0.560
N -0.51565 -0.74913 0.87251 -0.460
C -1.39339 0.04912 0.38177 0.054
C 0.31213 0.55577 -1.32798 0.283
O 0.45066 1.52674 -2.04409 -0.590
C 1.23439 0.33288 -0.27128 -0.468
H -0.80360 -1.65373 1.24415 0.429
H -1.37949 1.11910 0.42143 0.238
H -2.36651 -0.35666 0.27509 0.195
H -0.33255 -0.23382 -1.73938 0.132
H 2.22351 0.78118 -0.38759 0.253
```

Values from the calculation:
E_LUMO (spin up / spin down) (eV): -1.4 / -1.4
Relative energy (zero: lowest compared OMol25 entry of this formula, charge and spin) (eV): 3.220
HOMO (spin up / spin down) (eV): -8.34 / -8.34
Calculated total energy (a.u.): -360.55109

Entry 3:
C3H10N3 | wB97M-V/def2-TZVPD

XYZ file:
```
16
Properties=species:S:1:pos:R:3:nbo_charge:R:1
C -2.43048 -0.12996 0.40674 -0.432
N -1.47644 -0.28694 -0.69673 -0.406
N -0.35126 0.50787 -0.54401 -0.353
C 0.81119 0.14018 -0.05872 0.550
C 2.10680 0.97227 -0.10552 -0.676
N 1.19328 -1.20474 0.30135 -0.800
H -2.65605 0.91433 0.58099 0.223
H -3.35340 -0.54031 0.10655 0.237
H -2.04919 -0.68385 1.28111 0.192
H -1.17929 -1.27097 -0.75130 0.360
H -0.49485 1.55815 -0.74789 0.447
H 2.50458 0.52867 -1.00522 0.263
H 2.85544 0.79976 0.63911 0.263
H 2.05778 1.99090 -0.35094 0.255
H 2.14572 -1.39987 0.63703 0.454
H 0.31617 -1.89549 0.30747 0.423
```

Values from the calculation:
E_LUMO (eV): -3.5
Structure (SMILES): CNNC(C)=[NH2+]
Relative energy (zero: lowest compared OMol25 entry of this formula, charge and spin) (eV): 2.911
Net charge: +1
HOMO (eV): -14.18
Calculated total energy (a.u.): -284.26901

Entry 4:
C17H15B2Cl2F10FeN5O10S2 | wB97M-V/def2-TZVPD

XYZ file:
```
64
Properties=species:S:1:pos:R:3:mulliken_spin:R:1
Fe -0.26151 -0.86974 -0.14498 3.067
C 0.82702 -4.42801 -2.24317 0.000
C 0.16461 -3.30700 -1.52816 0.040
N 0.77935 -2.45767 -0.79850 -0.019
O 2.11791 -2.48160 -0.72775 -0.008
B 2.63021 -2.49275 0.69550 0.015
F 2.08670 -3.58525 1.34542 0.000
F 3.98985 -2.46477 0.61655 0.001
O 2.21521 -1.23486 1.40986 -0.009
N 0.89015 -1.08023 1.50152 -0.044
C 0.38096 -0.67263 2.60351 0.030
C 1.15421 -0.40036 3.84056 0.002
C -1.09017 -0.48795 2.53691 0.041
N -1.55614 -0.64779 1.35306 -0.135
O -2.86591 -0.47624 1.16318 -0.013
B -3.49683 -1.59032 0.37704 0.017
F -4.82295 -1.32989 0.28269 0.000
F -3.16379 -2.80100 0.99224 -0.002
O -2.94512 -1.63172 -1.02832 -0.029
N -1.65499 -1.96843 -1.04310 -0.064
C -1.29879 -3.06586 -1.59942 0.023
C -2.23400 -4.03461 -2.22170 -0.002
C -1.95223 -0.19092 3.70565 0.003
H 1.89612 -4.40668 -2.06207 0.000
H 0.41689 -5.37909 -1.89986 0.001
H 0.63061 -4.35135 -3.31428 0.001
H 2.21633 -0.50556 3.64700 0.001
H 0.92854 0.61489 4.17251 -0.001
H 0.85794 -1.09091 4.63182 0.002
H -3.25543 -3.69325 -2.08912 0.000
H -2.02048 -4.14115 -3.28676 0.002
H -2.11331 -5.01311 -1.75442 0.002
H -1.45717 -0.44550 4.63973 0.001
H -2.18857 0.87472 3.70166 0.002
H -2.88636 -0.73986 3.60513 0.001
Cl 5.56835 3.22531 -2.89066 0.059
C 4.27190 2.50971 -2.03842 0.265
C 4.10733 2.78997 -0.68218 -0.096
C 3.06130 2.21778 -0.00490 0.226
Cl 2.82646 2.52010 1.64515 0.056
C 2.11586 1.31492 -0.67234 0.076
O 1.16773 0.83997 -0.04617 0.293
C 2.35402 1.05183 -2.08161 0.105
C 1.47074 0.17367 -2.87290 -0.003
O 0.57011 -0.51330 -2.44677 0.062
C 3.39398 1.64789 -2.72753 -0.022
H 4.79389 3.44942 -0.17168 0.001
H 1.69572 0.16524 -3.95207 0.004
H 3.54925 1.46745 -3.78418 -0.001
F -3.82052 2.17504 -0.91126 0.000
C -2.93113 2.72957 -1.71244 0.008
F -3.14549 2.31656 -2.96157 0.000
F -3.05199 4.05267 -1.67035 0.001
S -1.21195 2.24709 -1.21762 0.004
O -1.38481 0.83820 -0.86812 0.028
O -0.38381 2.51116 -2.35901 0.001
N -0.81530 3.17700 -0.04771 0.004
S -1.25433 3.11698 1.46827 0.004
O -2.66898 3.01724 1.67448 0.000
O -0.39102 2.29551 2.27920 -0.001
C -0.78690 4.84014 1.90089 0.001
F -0.98819 5.01422 3.20734 0.000
F 0.49890 5.07399 1.63599 0.000
F -1.52993 5.71111 1.22822 0.000
```

Values from the calculation:
E_LUMO (spin up / spin down) (eV): -2.5 / -3.6
Relative energy (zero: lowest compared OMol25 entry of this formula, charge and spin) (eV): 0.000
HOMO (spin up / spin down) (eV): -9.61 / -10.05
Spin multiplicity: 5
Calculated total energy (a.u.): -5712.01790

Entry 5:
C2H4O2 | wB97M-V/def2-TZVPD

XYZ file:
```
8
Properties=species:S:1:pos:R:3:nbo_charge:R:1
C -0.51220 -0.86513 -0.15553 -0.281
O 0.53940 -0.00590 -0.55596 -0.484
C 0.64750 1.08660 0.12003 0.663
O -0.04318 1.61864 0.94161 -0.582
H -1.52401 -0.37513 -0.13599 0.204
H -0.51082 -1.69699 -0.80116 0.197
H -0.25889 -1.28989 0.82140 0.191
H 1.66219 1.52781 -0.23440 0.092
```

Values from the calculation:
E_LUMO (eV): 0.9
Structure (SMILES): COC=O
Relative energy (zero: lowest compared OMol25 entry of this formula, charge and spin) (eV): 1.048
HOMO (eV): -10.71
Calculated total energy (a.u.): -229.06805

Entry 6:
C5H9N2S | wB97M-V/def2-TZVPD

XYZ file:
```
17
Properties=species:S:1:pos:R:3:nbo_charge:R:1
C 0.54736 0.94682 -0.25346 0.084
C 1.71249 0.20922 -0.42069 -0.147
C 1.37196 -2.03000 0.48617 0.087
C -1.16231 -0.64316 0.15049 -0.175
C -1.69514 1.69234 0.10890 -0.426
N -0.69495 0.58313 0.12050 -0.428
N 1.87325 -1.18427 -0.37784 -0.443
S -2.68772 -1.10860 -0.17676 0.212
H 0.50320 1.99902 -0.37623 0.229
H 2.48307 0.86370 -0.96229 0.261
H 0.68198 -1.82715 1.34584 0.264
H 1.59121 -3.05296 0.26890 0.213
H -1.45253 2.29532 0.96762 0.225
H -1.48919 2.27662 -0.85869 0.226
H -2.63108 1.15987 0.25312 0.220
H 2.70424 -1.60016 -0.86436 0.450
H -2.41509 -2.29556 -0.63009 0.147
```

Values from the calculation:
E_LUMO (eV): -4.9
Relative energy (zero: lowest compared OMol25 entry of this formula, charge and spin) (eV): 4.459
Net charge: +1
HOMO (eV): -12.07
Calculated total energy (a.u.): -703.20826

Q: What is the relative energy (zero: lowest compared OMol25 entry of this formula, charge and spin) in the fourth record?
A: 0.000 eV

Q: calculated total energy of number 6 (C5H9N2S)?
A: -703.20826 a.u.